Computed, not measured: C16H40F6N8O21PS4 as an isolated structure in a non-equilibrium geometry, with ωB97M-V with the def2-TZVPD basis set.

Element x y z (Å)
P1 2.103 -0.175 -0.731
F1 1.804 -1.173 -1.955
F2 0.637 0.510 -0.848
F3 1.610 -1.363 0.272
F4 2.589 0.809 0.442
F5 3.554 -0.814 -0.573
F6 2.739 0.896 -1.688
C1 0.306 7.428 -0.931
O1 -0.058 8.570 -0.924
N1 0.344 6.735 -2.061
N2 0.514 6.711 0.110
H1 0.582 5.777 -1.847
H2 0.238 7.050 -3.015
H3 0.636 5.714 0.002
H4 0.379 7.149 1.010
C2 8.195 -5.984 3.174
O2 7.363 -6.855 3.252
N3 9.449 -6.213 3.412
N4 8.010 -4.726 2.799
H5 9.537 -7.202 3.599
H6 10.209 -5.548 3.399
H7 8.789 -4.084 2.755
H8 7.121 -4.429 2.423
C3 0.696 -6.495 6.129
O3 0.899 -7.671 6.289
N5 -0.252 -5.904 6.745
N6 1.278 -5.734 5.257
H9 -0.786 -6.455 7.402
H10 -0.614 -5.015 6.429
H11 2.109 -6.149 4.862
H12 0.924 -4.844 4.935
C4 5.650 -2.196 -6.923
O4 6.004 -2.495 -8.013
N7 5.333 -3.076 -6.133
N8 5.713 -1.056 -6.441
H13 5.364 -3.962 -6.617
H14 4.782 -2.776 -5.342
H15 5.285 -0.913 -5.538
H16 6.311 -0.336 -6.821
C5 -1.882 0.123 -8.102
C6 -2.878 -0.754 -7.387
O5 -4.117 -0.129 -7.646
S1 -4.143 1.102 -8.752
O6 -4.125 2.387 -8.080
O7 -5.163 0.848 -9.750
O8 -2.530 0.749 -9.185
H17 -1.107 -0.551 -8.466
H18 -1.540 0.882 -7.398
H19 -2.642 -0.912 -6.335
H20 -2.905 -1.723 -7.885
C7 -5.277 -4.842 0.580
C8 -5.311 -6.206 1.226
O9 -5.869 -7.110 0.252
S2 -5.955 -6.499 -1.280
O10 -7.343 -6.043 -1.529
O11 -5.312 -7.421 -2.197
O12 -5.142 -5.130 -0.867
H21 -4.511 -4.101 0.807
H22 -6.264 -4.392 0.681
H23 -5.937 -6.237 2.118
H24 -4.360 -6.554 1.630
C9 -7.798 5.387 -0.668
C10 -8.678 5.561 -1.944
O13 -8.898 4.251 -2.467
S3 -8.127 3.073 -1.488
O14 -6.722 2.815 -1.929
O15 -9.016 1.909 -1.221
O16 -8.190 4.112 -0.200
H25 -8.124 6.145 0.044
H26 -6.729 5.578 -0.763
H27 -7.990 6.070 -2.619
H28 -9.602 6.038 -1.618
C11 8.939 3.430 1.654
C12 9.084 3.464 0.145
O17 8.647 4.722 -0.298
S4 8.381 5.684 1.024
O18 7.192 6.571 0.922
O19 9.692 6.266 1.276
O20 8.128 4.465 2.020
H29 9.907 3.469 2.153
H30 8.413 2.550 2.024
H31 8.417 2.791 -0.394
H32 10.131 3.315 -0.115
C13 -3.626 2.602 6.012
C14 -4.256 1.906 7.234
C15 -3.510 0.578 7.349
O21 -2.985 0.455 6.016
C16 -3.371 1.461 5.152
H33 -2.667 3.030 6.306
H34 -4.263 3.439 5.726
H35 -5.315 1.862 6.978
H36 -4.246 2.519 8.135
H37 -4.264 -0.154 7.639
H38 -2.733 0.655 8.109
H39 -4.252 1.056 4.654
H40 -2.606 1.729 4.422

E: -5185.15854 Eh
Largest force on an atom: 9.7 eV Å⁻¹
Charge: -1
ΔE to the lowest compared entry with this formula, charge and spin: 107.56 kcal/mol